Formula: C26H31FN7ReSSeSi
Source: the Open Molecules 2025 dataset
Level of theory: ωB97M-V/def2-TZVPD

Atoms and positions in Å:
1 Re 0.36 -0.35 -0.85
2 Se 5.76 4.82 -2.64
3 N 5.69 3.07 -2.79
4 C 4.52 2.69 -2.34
5 C 4.07 1.31 -2.31
6 C 4.85 0.24 -2.78
7 C 4.33 -1.04 -2.72
8 C 3.06 -1.24 -2.20
9 N 2.31 -0.22 -1.76
10 C 2.81 1.04 -1.81
11 C 1.95 2.09 -1.31
12 N 0.72 1.72 -0.83
13 C -0.13 2.68 -0.42
14 C 0.20 4.02 -0.46
15 C 1.44 4.41 -0.92
16 C 2.34 3.43 -1.36
17 C 3.66 3.74 -1.87
18 N 4.14 4.95 -1.95
19 H 5.83 0.43 -3.18
20 H 4.89 -1.89 -3.07
21 H 2.64 -2.23 -2.15
22 H -1.09 2.35 -0.07
23 H -0.53 4.75 -0.12
24 H 1.74 5.45 -0.96
25 C -3.01 1.05 0.34
26 Si -2.74 0.26 -1.33
27 C -2.00 1.25 -2.73
28 C -4.37 -0.36 -1.93
29 N -1.41 -0.99 -0.99
30 C -1.66 -2.40 -1.00
31 C -2.89 -3.03 -0.83
32 C -2.97 -4.42 -0.88
33 C -1.84 -5.20 -1.11
34 C -0.59 -4.60 -1.27
35 C -0.58 -3.24 -1.19
36 F 0.62 -2.52 -1.36
37 H -3.51 2.02 0.24
38 H -2.12 1.18 0.95
39 H -3.69 0.41 0.90
40 H -2.49 2.22 -2.82
41 H -2.20 0.71 -3.66
42 H -0.92 1.43 -2.70
43 H -4.95 0.55 -2.14
44 H -4.95 -0.92 -1.20
45 H -4.33 -0.92 -2.87
46 H -3.78 -2.46 -0.64
47 H -3.93 -4.89 -0.74
48 H -1.92 -6.27 -1.15
49 H 0.31 -5.16 -1.46
50 C 0.53 1.33 5.29
51 C -0.05 1.76 3.94
52 N 0.51 0.99 2.81
53 C 0.14 -0.24 2.48
54 S 1.06 -1.06 1.17
55 N -0.82 -0.87 3.10
56 C -1.28 -2.25 2.83
57 C -0.50 -3.29 3.62
58 H 0.08 1.93 6.08
59 H 1.61 1.49 5.31
60 H 0.34 0.28 5.51
61 H 0.18 2.81 3.75
62 H -1.14 1.66 3.92
63 H 1.36 1.34 2.39
64 H -1.22 -0.43 3.92
65 H -1.22 -2.43 1.76
66 H -2.34 -2.27 3.11
67 H 0.56 -3.28 3.33
68 H -0.90 -4.28 3.42
69 H -0.57 -3.11 4.69

Output
Spin multiplicity: 2
E_HOMO (spin up / spin down) (eV): -16.7 / -16.7
Strongest force on any atom (eV Å⁻¹): 0.52
Calculated total energy (eV): -126779.7122
Charge: +3
Energy above the lowest of the compared OMol25 structures with the same formula, charge and spin (eV): 0.000



Formula: C26H31MnN2O6PS2Se2Si
Source: the Open Molecules 2025 dataset
Level of theory: ωB97M-V/def2-TZVPD

Atoms and positions in Å:
1 Mn -0.52 -2.23 0.02
2 Se -0.42 -4.21 1.34
3 P -1.73 -0.04 1.10
4 Se -2.14 1.90 0.13
5 C -0.95 0.31 2.74
6 C -1.11 1.53 3.40
7 C -0.52 1.74 4.64
8 C 0.23 0.73 5.23
9 C 0.39 -0.48 4.58
10 C -0.19 -0.70 3.34
11 C -3.35 -0.67 1.72
12 C -4.52 0.08 1.69
13 C -5.72 -0.45 2.16
14 C -5.76 -1.74 2.66
15 C -4.60 -2.51 2.68
16 C -3.40 -1.98 2.21
17 H -1.68 2.31 2.91
18 H -0.65 2.69 5.14
19 H 0.70 0.90 6.20
20 H 0.98 -1.27 5.03
21 H -0.06 -1.66 2.84
22 H -4.48 1.09 1.29
23 H -6.62 0.16 2.14
24 H -6.69 -2.16 3.02
25 H -4.62 -3.53 3.04
26 H -2.51 -2.61 2.19
27 O 0.84 -0.10 -3.53
28 S 1.30 -1.37 -3.01
29 O 1.39 -2.43 -3.99
30 O 0.67 -1.79 -1.77
31 C 3.01 -1.04 -2.54
32 C 3.98 -1.40 -3.47
33 C 5.32 -1.13 -3.25
34 C 5.72 -0.49 -2.09
35 C 4.77 -0.13 -1.15
36 C 3.42 -0.40 -1.36
37 S 2.36 0.08 0.01
38 O 3.14 1.02 0.77
39 O 1.15 0.80 -0.63
40 O 1.83 -1.07 0.67
41 H 3.64 -1.90 -4.36
42 H 6.05 -1.43 -3.99
43 H 6.76 -0.28 -1.90
44 H 5.06 0.37 -0.24
45 C 0.81 4.98 -1.13
46 Si 1.75 3.59 -0.27
47 C 3.59 3.99 -0.41
48 C 1.20 3.48 1.50
49 C 1.31 2.07 -1.32
50 H 1.03 5.95 -0.69
51 H -0.26 4.79 -1.04
52 H 1.06 5.03 -2.20
53 H 3.81 4.95 0.06
54 H 3.89 4.06 -1.46
55 H 4.19 3.22 0.07
56 H 1.36 4.45 2.00
57 H 1.74 2.71 2.05
58 H 0.14 3.24 1.53
59 H 2.00 1.91 -2.16
60 H 0.32 2.22 -1.75
61 C -1.24 -4.44 -2.47
62 C -2.10 -3.23 -2.49
63 N -2.13 -2.28 -1.58
64 C -3.00 -1.32 -2.02
65 C -3.53 -1.70 -3.22
66 N -2.95 -2.92 -3.50
67 H -1.01 -4.70 -1.43
68 H -0.29 -4.22 -2.98
69 H -1.73 -5.28 -2.97
70 H -3.17 -0.41 -1.47
71 H -4.23 -1.22 -3.88
72 H -3.07 -3.46 -4.33

Output
Spin multiplicity: 6
E_HOMO (spin up / spin down) (eV): -0.3 / -0.5
Strongest force on any atom (eV Å⁻¹): 0.14
Calculated total energy (eV): -243585.3734
Charge: -2
Energy above the lowest of the compared OMol25 structures with the same formula, charge and spin (eV): 0.095



Formula: C26H31N7OS4Ti
Source: the Open Molecules 2025 dataset
Level of theory: ωB97M-V/def2-TZVPD

Atoms and positions in Å:
1 Ti 0.07 -0.86 0.15
2 S 0.68 1.72 -0.06
3 C 2.38 2.03 0.11
4 C 2.88 3.33 0.30
5 C 4.23 3.57 0.39
6 C 5.16 2.53 0.30
7 C 4.69 1.25 0.12
8 C 3.32 1.00 0.03
9 S 2.76 -0.66 -0.21
10 C 3.04 -1.28 1.46
11 C 2.25 -0.51 2.47
12 C 2.72 -0.45 3.78
13 C 1.91 0.14 4.73
14 C 0.69 0.66 4.33
15 C 0.31 0.57 3.00
16 C -1.00 1.15 2.55
17 S -1.82 0.16 1.26
18 C -1.51 -2.06 -0.55
19 C -2.89 -2.18 -0.39
20 C -3.59 -3.22 -0.99
21 C -2.91 -4.17 -1.76
22 C -1.54 -4.07 -1.94
23 C -0.86 -3.01 -1.33
24 S 0.88 -2.66 -1.44
25 N 1.08 -0.04 2.09
26 H 2.17 4.14 0.37
27 H 4.58 4.59 0.54
28 H 6.22 2.73 0.37
29 H 5.38 0.42 0.02
30 H 4.11 -1.24 1.69
31 H 2.72 -2.32 1.44
32 H 3.69 -0.87 4.02
33 H 2.22 0.20 5.77
34 H 0.02 1.13 5.04
35 H -0.80 2.15 2.16
36 H -1.66 1.23 3.41
37 H -3.44 -1.47 0.22
38 H -4.66 -3.30 -0.86
39 H -3.45 -4.98 -2.23
40 H -0.99 -4.78 -2.54
41 C -2.17 -2.96 3.03
42 N -1.26 -3.91 2.40
43 C -0.18 -3.55 1.69
44 N 0.56 -4.51 1.10
45 O 0.20 -2.34 1.66
46 H -3.13 -2.97 2.52
47 H -1.74 -1.97 2.94
48 H -2.30 -3.22 4.08
49 H -1.52 -4.88 2.38
50 H 0.11 -5.40 0.94
51 H 1.07 -4.14 0.30
52 C -2.00 4.03 -2.24
53 C -1.95 3.61 -3.71
54 C -0.54 3.77 -4.28
55 C -2.47 2.18 -3.89
56 N -1.61 1.20 -3.24
57 C -1.56 0.80 -1.98
58 N -0.53 -0.01 -1.85
59 N 0.00 -0.15 -3.08
60 N -0.63 0.58 -3.92
61 H -1.69 5.08 -2.14
62 H -1.31 3.44 -1.63
63 H -3.01 3.94 -1.83
64 H -2.64 4.23 -4.28
65 H 0.18 3.20 -3.70
66 H -0.24 4.82 -4.23
67 H -0.48 3.45 -5.31
68 H -2.53 1.90 -4.93
69 H -3.46 2.07 -3.44
70 H -2.20 1.14 -1.18

Output
E_HOMO (eV): -6.9
Strongest force on any atom (eV Å⁻¹): 1.68
Calculated total energy (eV): -106402.5762
Energy above the lowest of the compared OMol25 structures with the same formula, charge and spin (eV): 0.434



Q: The lowest strongest force on any atom belongs to which entry?
A: C26H31MnN2O6PS2Se2Si